(1)
88
Properties=species:S:1:pos:R:3:forces:R:3:mulliken_charge:R:1 method="wB97M-V/def2-TZVPD" gap_ev=6.292 total_charge=+1
C 6.7315 -1.2787 -2.1511 -0.567 0.393 -0.082 -1.1342
C 5.2501 -1.5556 -2.0908 -0.601 -1.836 0.029 0.7258
O 4.8352 -2.6868 -1.9525 0.294 1.298 -0.267 -0.5263
O 4.3399 -0.5427 -2.2419 0.445 -0.226 0.421 -0.2317
C 4.6792 0.7009 -1.6189 -0.001 0.378 -0.480 -1.0682
C 3.3782 1.4489 -1.3817 0.606 -0.311 1.227 -0.5173
C 2.9407 1.2408 0.0938 0.225 0.517 -0.990 -0.7246
C 1.4470 1.4464 0.3473 0.802 -0.620 0.596 -2.5904
C 0.6063 0.1647 0.5398 -0.406 0.006 0.366 2.6949
P 0.8608 -0.1660 2.3961 -0.187 1.336 0.679 -0.1932
N 2.5673 -0.3862 2.6331 -0.782 -0.317 -0.262 -0.4513
O 0.1462 -1.6170 2.7030 0.761 0.209 -0.417 -0.4066
C -0.8681 0.6505 0.5866 0.307 -1.359 -0.285 -1.4462
C -1.7764 -0.5552 0.3439 -0.009 1.100 0.839 -0.9790
N -1.7034 -0.8611 -1.1187 -0.581 -0.382 -0.443 0.3457
Cl -2.2914 -2.5701 -1.3622 -0.697 0.226 0.786 0.0823
C -2.7175 -0.0220 -1.8359 -1.014 0.090 -0.566 -0.2459
C -4.1577 -0.5547 -1.6655 -0.390 -0.039 0.514 -0.5289
O -4.8675 -0.2042 -0.7633 0.569 0.156 -0.143 -0.4671
C -0.2960 -0.7798 -1.6707 0.490 0.249 -0.937 0.1469
Cl -0.0024 0.7532 -2.5758 -0.290 0.108 0.492 -0.0762
P -0.2101 -2.0938 -3.0940 0.686 -3.116 -0.752 0.3347
O -1.1255 -1.5145 -4.3114 0.250 0.980 0.528 -0.5491
O 1.3070 -1.9730 -3.6648 -0.741 1.004 0.131 -0.3863
C 0.7992 -0.9168 -0.5828 0.051 1.448 0.043 -0.3932
S 1.0760 -2.6575 -0.1784 -0.780 -2.657 -0.937 1.7760
O -0.0639 -3.2671 0.4357 -0.176 1.000 1.455 -0.6884
O 1.4084 -3.3631 -1.3777 0.778 1.005 -0.897 -0.6978
C 2.6612 -2.9377 0.8100 0.441 -0.623 0.044 0.5406
F 2.3962 -3.1028 2.0970 0.175 0.447 -0.082 -0.2076
F 3.1513 -4.0841 0.3668 -0.321 0.220 -0.039 -0.1981
F 3.5456 -1.9879 0.5554 -0.230 0.081 0.318 -0.1157
H 6.9550 -0.2433 -2.3677 0.209 0.160 0.057 0.3476
H 7.1691 -1.5960 -1.2151 0.178 0.042 0.240 0.2943
H 7.1423 -1.9042 -2.9308 0.068 -0.173 -0.187 0.3736
H 5.3520 1.2864 -2.2405 0.076 -0.048 -0.308 0.4358
H 5.1967 0.5223 -0.6798 0.078 -0.072 0.204 0.5593
H 2.6463 1.0692 -2.0805 -0.133 0.276 -0.339 0.2163
H 3.5888 2.5062 -1.4929 -0.404 0.244 -0.501 0.5519
H 3.4762 2.0083 0.6432 0.103 0.043 0.329 0.1307
H 3.3591 0.2959 0.4203 -0.484 -0.236 0.250 0.6216
H 1.0281 2.1145 -0.3959 -0.171 -0.039 -0.267 0.4506
H 1.3472 1.9894 1.2895 -0.113 0.233 0.113 0.7717
H 2.9038 0.5573 2.7934 0.276 0.037 0.133 0.1685
H 2.6786 -0.8959 3.5037 0.253 -0.111 0.039 0.3144
H 0.1018 -1.6549 3.6639 -0.368 -0.341 0.223 0.4137
H -1.0935 1.0717 1.5587 -0.072 0.061 0.261 0.7770
H -1.0341 1.4420 -0.1345 -0.113 0.123 -0.213 0.4153
H -2.7833 -0.2767 0.6295 -0.455 -0.274 -0.500 0.6719
H -1.5045 -1.4208 0.9372 0.335 -0.212 -0.195 0.5349
H -2.7162 0.9978 -1.4793 0.352 0.135 0.400 0.3972
H -2.5567 0.0090 -2.9047 0.513 -0.299 -0.121 0.5148
H -4.5327 -1.2344 -2.4443 0.109 0.031 -0.109 0.5052
H -0.9009 -0.6172 -4.6079 -0.079 0.063 -0.216 0.3606
H 1.2807 -1.4655 -4.4858 0.498 0.095 -0.181 0.3171
H 1.6935 -0.6395 -1.1405 0.369 -0.329 0.046 -1.0553
C 2.9049 7.3099 1.0203 -0.017 0.104 0.028 -0.6189
O 2.8195 7.2035 2.4306 0.050 -0.169 -0.126 -0.3834
C 1.8096 6.3130 2.8698 0.144 0.232 0.196 -0.6649
C 2.3818 4.9697 3.2652 -0.315 -0.217 -0.137 -0.5542
O 2.9354 4.2791 2.1479 0.166 0.024 0.025 0.0182
C 4.3505 4.3903 2.0889 -0.027 -0.110 -0.054 -0.9200
H 3.8527 7.7880 0.7802 -0.005 0.044 0.047 0.2506
H 2.8730 6.3308 0.5359 -0.017 -0.013 0.009 0.1832
H 2.0905 7.9327 0.6362 -0.006 -0.042 -0.060 0.3274
H 1.0383 6.1932 2.1024 0.007 -0.053 -0.021 0.3083
H 1.3420 6.7643 3.7496 -0.044 -0.034 -0.002 0.4035
H 1.5719 4.3462 3.6575 0.008 0.020 0.044 0.3620
H 3.1294 5.0860 4.0539 0.033 0.050 -0.017 0.4060
H 4.8159 3.7234 2.8228 0.053 0.061 0.024 0.2996
H 4.6840 5.4136 2.2656 -0.012 0.007 0.011 0.4681
H 4.6687 4.0873 1.0910 -0.030 -0.012 -0.008 0.1747
C -7.6389 -1.9758 -0.6236 -0.075 -0.001 -0.127 -0.4659
O -7.5121 -3.2294 -1.2783 0.028 0.020 0.166 -0.4158
C -6.4136 -3.9931 -0.8119 -0.140 -0.084 -0.338 -0.1018
C -6.8387 -5.0599 0.1737 0.223 0.027 0.301 -0.6517
O -7.3430 -4.4934 1.3700 -0.109 0.096 -0.124 -0.3849
C -8.7613 -4.4788 1.4292 0.010 -0.040 0.091 -0.7340
H -8.6313 -1.5836 -0.8392 -0.013 -0.058 -0.061 0.3033
H -7.5279 -2.0691 0.4588 0.030 -0.018 0.001 0.3061
H -6.8918 -1.2781 -1.0077 -0.071 0.038 0.116 0.0780
H -5.6536 -3.3418 -0.3625 -0.022 -0.001 0.077 0.1084
H -5.9688 -4.4823 -1.6862 0.032 -0.022 0.030 0.3823
H -5.9610 -5.6552 0.4457 -0.004 -0.035 -0.054 0.3727
H -7.5734 -5.7304 -0.2799 -0.024 0.033 -0.058 0.3372
H -9.1412 -5.4782 1.6630 -0.052 0.007 -0.048 0.3205
H -9.2035 -4.1311 0.4934 0.016 -0.013 -0.018 0.3303
H -9.0526 -3.7992 2.2280 0.048 -0.018 0.036 0.2424


(2)
82
Properties=species:S:1:pos:R:3:forces:R:3:mulliken_charge:R:1 method="wB97M-V/def2-TZVPD" gap_ev=5.795 total_charge=+1
C 1.2819 2.4149 -2.8392 0.448 0.123 -0.131 -0.8420
O 2.6886 2.1369 -2.8142 -0.073 -0.108 -0.154 -0.3249
C 3.2005 2.0855 -1.5267 -0.024 0.541 0.099 -1.1612
C 3.0637 0.6862 -0.9175 -0.423 0.353 0.059 -0.2572
N 3.2702 0.8022 0.5771 0.400 -0.642 0.328 -0.7942
I 1.8420 -0.3090 1.6743 -0.345 0.117 0.160 0.5320
C 4.6822 0.4517 1.0277 0.303 -0.219 0.092 0.6147
C 5.0391 1.3614 2.2097 0.404 0.156 0.743 -0.2710
O 5.5628 2.4104 2.0358 -0.161 0.497 -0.204 -0.3759
N 4.7376 0.9149 3.5616 -0.562 -0.724 -0.674 -0.2042
C 5.2316 -0.3543 3.7971 0.348 0.038 -0.067 0.6321
O 6.2284 -0.7926 3.3297 0.027 -0.056 -0.187 -0.4235
F 4.4506 -1.0507 4.6089 -0.201 0.022 0.354 -0.2169
C 5.7237 0.6255 -0.0603 0.051 -0.165 -0.043 -1.6329
N 5.4033 -0.0845 -1.3064 -0.661 0.866 0.038 -0.3639
C 3.9920 -0.3363 -1.5266 1.114 -0.610 -0.599 1.1128
Cl 3.6264 -1.9591 -0.8043 -0.261 0.089 0.066 -0.1286
C 3.7451 -0.4188 -3.0499 -0.274 -0.633 0.376 -1.2888
O 4.2372 -1.6710 -3.5081 0.230 0.085 -0.518 -0.3922
C 4.4164 -1.7229 -4.8622 0.283 -0.364 0.353 0.8904
F 4.7024 -2.9721 -5.1963 -0.080 0.268 0.156 -0.2330
F 5.4319 -0.9346 -5.2537 -0.166 0.019 0.037 -0.2579
F 3.3239 -1.3331 -5.5242 -0.058 0.082 -0.041 -0.2526
H 0.7487 1.7301 -2.1863 -0.289 -0.003 0.112 0.2989
H 0.9544 2.2878 -3.8586 -0.085 -0.154 -0.247 0.3888
H 1.1156 3.4505 -2.5577 -0.181 0.089 0.252 0.3710
H 2.6712 2.8074 -0.8930 -0.088 0.013 0.207 0.5682
H 4.2357 2.4169 -1.5486 0.251 -0.090 -0.083 0.3193
H 2.0425 0.3571 -1.0599 -0.232 -0.058 -0.039 0.7018
H 3.0951 1.7614 0.8735 -0.133 0.186 -0.325 0.6287
H 4.6963 -0.5819 1.3423 -0.282 -0.242 -0.022 0.6319
H 3.7531 0.9919 3.8029 0.106 0.293 0.229 0.2845
H 5.9280 1.6846 -0.2005 -0.084 0.141 -0.163 0.4472
H 6.6288 0.1931 0.3545 0.221 -0.023 0.162 0.5124
H 5.7012 0.5126 -2.0680 0.349 -0.254 -0.142 0.4133
H 4.2507 0.3982 -3.5523 -0.002 0.213 -0.063 0.6679
H 2.6801 -0.3724 -3.2518 -0.153 0.134 -0.066 0.3899
C -3.7505 -1.6825 4.1709 0.164 0.041 0.098 -1.1617
C -2.9188 -2.3163 3.0706 -0.239 -0.048 0.007 -0.0550
O -1.5457 -1.9513 3.1005 0.314 0.166 -0.189 -0.3364
C -0.8336 -2.2898 4.2792 -0.103 -0.086 0.107 -0.1332
C -0.7999 -3.7768 4.5814 -0.038 -0.030 -0.091 -1.1317
H -3.6780 -0.5951 4.1262 -0.034 0.006 -0.026 0.3034
H -4.7961 -1.9676 4.0596 -0.009 0.003 -0.031 0.4008
H -3.4262 -1.9954 5.1642 -0.055 -0.063 -0.003 0.2995
H -3.2883 -1.9796 2.1023 0.105 0.021 -0.039 0.1069
H -3.0224 -3.4061 3.0823 0.023 -0.006 0.057 0.2833
H -1.2211 -1.7275 5.1349 -0.019 -0.028 0.017 0.2934
H 0.1885 -1.9365 4.1141 0.038 0.055 -0.043 0.1505
H -1.7963 -4.1766 4.7663 -0.006 0.024 0.073 0.2723
H -0.1961 -3.9662 5.4689 0.013 0.014 0.000 0.3986
H -0.3711 -4.3284 3.7437 0.017 -0.001 0.007 0.3084
C -3.7637 4.6153 -1.9502 0.106 0.113 0.001 -1.0868
C -2.8450 3.7143 -1.1449 -0.175 -0.018 -0.013 -0.3048
O -1.4976 4.1622 -1.0905 0.253 -0.161 -0.034 -0.3303
C -1.2894 5.4411 -0.5125 -0.049 0.118 0.041 -0.3427
C -1.7539 5.5536 0.9291 -0.044 -0.107 -0.006 -1.0544
H -3.3925 4.7266 -2.9696 -0.017 -0.025 -0.015 0.3013
H -4.7657 4.1892 -1.9882 0.002 -0.032 -0.007 0.3925
H -3.8443 5.6124 -1.5161 -0.059 -0.024 0.043 0.2723
H -2.8049 2.7301 -1.6124 0.086 -0.006 0.007 0.2903
H -3.2380 3.5647 -0.1338 -0.005 0.052 0.008 0.3019
H -1.7526 6.2176 -1.1291 -0.043 0.002 0.026 0.3240
H -0.2122 5.6096 -0.5588 0.014 -0.053 -0.055 0.3149
H -2.8290 5.4034 1.0265 -0.015 0.067 -0.012 0.2613
H -1.5208 6.5434 1.3212 0.022 0.006 -0.007 0.3959
H -1.2572 4.8067 1.5513 0.012 0.013 0.009 0.2733
C -3.4797 -4.4472 -1.4559 -0.086 0.001 -0.083 -1.1482
C -3.9469 -3.1745 -0.7698 0.025 -0.111 0.072 -0.0808
O -4.7124 -2.3191 -1.5945 0.093 0.202 -0.026 -0.4294
C -5.9176 -2.8611 -2.1104 -0.109 -0.097 -0.042 -0.3284
C -6.9078 -3.2963 -1.0442 0.094 0.016 0.103 -1.0052
H -2.8955 -4.2077 -2.3453 0.024 0.004 0.009 0.3068
H -2.8603 -5.0350 -0.7774 0.016 0.017 0.010 0.3946
H -4.3150 -5.0741 -1.7685 -0.003 -0.033 0.063 0.2860
H -3.0744 -2.5906 -0.4707 -0.040 0.091 -0.030 0.2833
H -4.4964 -3.4087 0.1500 -0.008 -0.073 -0.018 0.1778
H -5.7012 -3.6860 -2.7976 0.001 -0.039 0.041 0.2987
H -6.3584 -2.0651 -2.7097 0.071 0.055 0.005 0.3309
H -6.5151 -4.1017 -0.4221 -0.028 -0.053 -0.049 0.2543
H -7.8250 -3.6555 -1.5104 -0.006 0.016 -0.018 0.3876
H -7.1550 -2.4599 -0.3890 -0.022 0.010 -0.017 0.2791


Result set for E: -113675.824; -73814.576 eV, one per record in the order listed.